# 1
Entry from the OMol25 dataset: a molecular structure, C23H24F2N5O2S2V (ωB97M-V with the def2-TZVPD basis set).

Its LUMO energy (alpha / beta) is 0.07850 / 0.07843 Ha. For the HOMO energy (alpha / beta), the calculation gives -2.04 / -3.38 eV. Its energy relative to the best compared isomer or geometry (same formula, charge and spin) is 0.0000 eV. Its expectation value of S² is 3.7865.

```
! wB97M-V def2-TZVPD RIJCOSX def2/J DEFGRID3
* xyz -1 4
V 0.78 -0.20 -1.16
S 3.20 -0.89 -1.52
C 4.01 0.65 -1.68
C 5.41 0.71 -1.72
C 6.09 1.91 -1.83
C 5.37 3.10 -1.92
C 3.99 3.06 -1.90
C 3.29 1.86 -1.78
S 1.53 1.90 -1.75
H 5.96 -0.23 -1.65
H 7.17 1.92 -1.86
H 5.89 4.04 -2.01
H 3.41 3.98 -1.97
N 1.47 -0.05 0.94
C 0.41 -0.62 1.75
C 0.81 -0.99 3.20
C 0.06 -0.15 4.24
C -1.30 -0.76 4.63
N -2.06 -1.30 3.51
C -2.77 -0.61 2.63
N -3.11 0.68 2.82
N -3.22 -1.27 1.57
C -0.20 -1.81 0.95
O -1.15 -2.44 1.51
O 0.27 -2.05 -0.17
H 2.26 -0.69 0.83
H 1.81 0.84 1.28
H -0.38 0.13 1.80
H 1.88 -0.83 3.30
H 0.62 -2.05 3.40
H -0.08 0.86 3.84
H 0.64 -0.05 5.16
H -1.90 -0.04 5.19
H -1.12 -1.60 5.29
H -1.61 -2.13 3.03
H -2.55 1.21 3.47
H -3.40 1.20 2.00
H -2.74 -2.15 1.37
H -3.49 -0.74 0.75
F -2.95 3.25 0.87
C -2.61 2.28 -0.04
C -1.33 1.76 -0.04
C -0.98 0.73 -0.92
C -1.98 0.26 -1.82
C -3.25 0.81 -1.77
F -4.23 0.41 -2.62
C -3.61 1.81 -0.88
C -1.49 -0.75 -2.75
C -2.25 -1.54 -3.60
C -1.65 -2.51 -4.38
C -0.26 -2.67 -4.29
C 0.45 -1.86 -3.45
N -0.12 -0.91 -2.67
H -0.59 2.21 0.62
H -4.60 2.24 -0.88
H -3.32 -1.39 -3.65
H -2.25 -3.13 -5.04
H 0.25 -3.42 -4.88
H 1.52 -1.96 -3.35
*
```

# 2
Entry from the OMol25 dataset: C23H24N2O4 in the gas phase (ωB97M-V with the def2-TZVPD basis set).

Its LUMO energy is 0.00794 Ha. For the HOMO energy, the calculation gives -8.28 eV. Its energy relative to the best compared isomer or geometry (same formula, charge and spin) is 0.4224 eV. The SMILES is Cc1c(O[C@H](C)C(=O)NCc2ccccn2)ccc2c3c(c(=O)oc12)CCCC3.

```
! wB97M-V def2-TZVPD RIJCOSX def2/J DEFGRID3
* xyz 0 1
C 2.13 -0.60 -2.39
C 0.99 0.06 -1.67
C 1.05 1.42 -1.35
O 2.19 2.06 -1.72
C 2.50 3.30 -1.08
C 3.91 3.69 -1.51
C 2.43 3.15 0.45
O 1.99 4.02 1.17
N 2.92 1.97 0.88
C 2.64 1.45 2.20
C 1.81 0.20 2.08
C 0.62 0.02 2.78
C -0.07 -1.17 2.62
C 0.44 -2.13 1.77
C 1.61 -1.85 1.09
N 2.28 -0.72 1.24
C -0.01 2.02 -0.67
C -1.10 1.28 -0.28
C -1.18 -0.08 -0.56
C -2.26 -0.94 -0.16
C -2.21 -2.27 -0.43
C -1.09 -2.86 -1.15
O -0.97 -4.03 -1.42
O -0.11 -2.00 -1.56
C -0.12 -0.68 -1.27
C -3.33 -3.14 0.01
C -4.68 -2.53 -0.42
C -4.73 -1.01 -0.18
C -3.49 -0.48 0.56
H 1.79 -1.50 -2.88
H 2.56 0.09 -3.12
H 2.91 -0.87 -1.67
H 1.80 4.08 -1.39
H 3.95 3.79 -2.59
H 4.62 2.92 -1.21
H 4.19 4.63 -1.05
H 3.19 1.27 0.20
H 2.12 2.23 2.76
H 3.59 1.21 2.70
H 0.26 0.79 3.44
H -0.99 -1.34 3.16
H -0.07 -3.07 1.62
H 2.05 -2.56 0.40
H 0.03 3.07 -0.42
H -1.89 1.77 0.26
H -3.31 -3.23 1.10
H -3.21 -4.14 -0.41
H -4.82 -2.73 -1.49
H -5.48 -3.03 0.12
H -5.62 -0.76 0.40
H -4.80 -0.49 -1.13
H -3.55 0.60 0.62
H -3.48 -0.88 1.57
*
```

# 3
Entry from the OMol25 dataset: 2 unconnected molecules or ions with the total composition C23H24N3O2 (ωB97M-V with the def2-TZVPD basis set).

Its LUMO energy is -0.10853 Ha. For the HOMO energy, the calculation gives -10.97 eV. Its energy relative to the best compared isomer or geometry (same formula, charge and spin) is 0.0000 eV.

```
! wB97M-V def2-TZVPD RIJCOSX def2/J DEFGRID3
* xyz 1 1
C 5.72 -2.70 -0.34
C 5.43 -2.69 -1.89
N 5.32 -3.80 -2.51
C 5.23 -1.30 -2.64
C 3.69 -0.95 -2.47
C 3.31 0.31 -1.82
C 1.88 0.59 -1.64
C 0.89 -0.40 -2.09
C 1.29 -1.67 -2.76
C 2.71 -1.95 -2.95
C 0.13 -2.63 -3.18
O 0.07 -3.23 -4.22
C -1.04 -2.72 -2.12
C -1.70 -3.99 -1.79
C -2.79 -3.96 -0.79
C -3.19 -2.69 -0.16
C -2.53 -1.42 -0.49
C -1.44 -1.45 -1.47
C -0.64 -0.16 -1.87
O -1.19 0.91 -2.02
H 6.76 -3.03 -0.09
H 5.00 -3.45 0.09
H 5.45 -1.70 0.12
H 5.10 -3.57 -3.49
H 5.83 -0.50 -2.10
H 5.55 -1.36 -3.71
H 4.14 0.99 -1.48
H 1.58 1.54 -1.14
H 3.00 -2.91 -3.43
H -1.40 -4.95 -2.27
H -3.29 -4.93 -0.53
H -4.03 -2.65 0.58
H -2.79 -0.43 -0.03
C -1.60 3.16 0.54
C -3.05 3.30 0.96
N -3.21 3.45 2.42
C -4.20 4.20 3.03
C -4.00 4.08 4.37
N -2.91 3.26 4.54
C -2.46 2.88 3.35
C -2.31 2.86 5.82
H -1.15 2.26 0.95
H -1.52 3.10 -0.55
H -1.01 4.01 0.88
H -3.62 2.43 0.65
H -3.48 4.18 0.48
H -4.92 4.72 2.43
H -4.51 4.48 5.23
H -1.62 2.22 3.19
H -1.28 3.21 5.85
H -2.34 1.78 5.90
H -2.87 3.30 6.64
*
```

# 4
Entry from the OMol25 dataset: a molecular structure, C23H24N3O5PdSi (ωB97M-V with the def2-TZVPD basis set).

Its LUMO energy is -0.17589 Ha. For the HOMO energy, the calculation gives -11.58 eV. Its energy relative to the best compared isomer or geometry (same formula, charge and spin) is 2.9948 eV.

```
! wB97M-V def2-TZVPD RIJCOSX def2/J DEFGRID3
* xyz 1 1
Pd -0.53 0.12 -0.10
O -2.81 3.46 -0.14
C -1.96 2.62 -0.12
N -2.10 1.25 -0.09
C -3.35 0.64 -0.07
O -4.41 1.19 -0.08
C -3.21 -0.86 0.02
C -4.31 -1.68 -0.09
C -4.13 -3.04 0.06
C -2.86 -3.52 0.36
C -1.81 -2.63 0.44
N -1.96 -1.31 0.26
C -0.50 3.03 -0.15
C -0.16 4.37 -0.10
C 1.16 4.74 -0.11
C 2.14 3.75 -0.17
C 1.70 2.45 -0.22
N 0.43 2.05 -0.21
H -5.27 -1.22 -0.28
H -4.97 -3.72 -0.02
H -2.68 -4.57 0.52
H -0.82 -2.98 0.71
H -0.97 5.08 -0.06
H 1.45 5.78 -0.07
H 3.19 3.99 -0.18
H 2.53 1.71 -0.31
O 1.78 -3.87 1.35
C 1.81 -4.34 0.06
C 2.23 -5.64 -0.19
C 2.24 -6.14 -1.48
C 1.82 -5.35 -2.54
C 1.39 -4.06 -2.29
C 1.40 -3.52 -0.99
C 0.88 -2.13 -0.86
O 0.41 -1.53 -1.83
O 0.92 -1.55 0.30
H 2.06 -4.59 1.93
H 2.55 -6.27 0.64
H 2.57 -7.16 -1.65
H 1.82 -5.74 -3.55
H 1.05 -3.42 -3.09
C 5.00 0.19 -1.61
Si 4.41 -0.49 0.00
C 5.17 0.33 1.47
C 4.45 -2.33 0.07
C 2.49 -0.09 0.07
H 6.06 -0.05 -1.72
H 4.91 1.28 -1.67
H 4.47 -0.24 -2.45
H 6.24 0.09 1.49
H 4.74 -0.03 2.40
H 5.08 1.41 1.44
H 5.51 -2.60 0.06
H 3.97 -2.79 -0.80
H 3.99 -2.72 0.97
H 1.93 0.05 0.99
H 1.88 -0.05 -0.83
*
```